No. 1
The following is a quantum chemistry calculation of a molecular structure, C8H8O2SSi, from OMol25.

Values from the calculation:
Gap between HOMO and LUMO (alpha / beta)   5.633 / 5.642 eV
Lowest unoccupied orbital energy (alpha / beta)   -1.492 / -1.490 eV

Last column: Löwdin charge in e.
CARTESIAN COORDINATES (ANGSTROEM)
1 C 1.4010 0.1360 -1.0769  -0.2965
2 C 3.0213 -1.0599 0.3362  -0.3914
3 C 2.6342 0.1124 -0.2274  -0.2657
4 C 0.7621 -1.1864 -0.8784  -0.5446
5 C 1.2702 1.5549 -0.2429  -0.4220
6 C -3.2707 0.2269 -1.0057  -0.0496
7 C -1.9454 0.1021 -1.0907  -0.2736
8 C -1.1027 -0.3192 1.8674  -0.1599
9 O 0.4368 2.3885 -0.0094  0.1205
10 O 2.4925 1.4587 0.3141  0.1090
11 Si -0.8213 -0.8671 0.0200  0.8599
12 S 1.9403 -2.3944 0.0413  0.7986
13 H 1.4709 0.4650 -2.1342  0.1395
14 H 3.9171 -1.2729 0.9767  0.0889
15 H -3.7736 0.9305 -1.6013  0.0414
16 H -3.7230 -0.1060 -0.0522  0.0613
17 H -1.4350 0.4119 -2.0476  0.0860
18 H -1.7778 0.5694 2.0144  0.0631
19 H -1.4861 -0.9701 2.5401  -0.0437
20 H -0.0107 -0.1800 2.2565  0.0789

***

No. 2
The following is a quantum chemistry calculation of a single C3H8P2 molecule, from OMol25.

Values from the calculation:
Gap between HOMO and LUMO (alpha / beta)   7.667 / 6.297 eV
Lowest unoccupied orbital energy (alpha / beta)   -0.549 / -1.643 eV

Last column: Löwdin charge in e.
CARTESIAN COORDINATES (ANGSTROEM)
1 C -2.2605 0.7628 -0.9768  -0.3683
2 C 1.6972 0.1666 0.1784  -0.1789
3 C 0.9696 -1.0365 -0.3624  -0.6191
4 P -0.5883 -1.6025 0.4222  0.7120
5 P -1.6303 0.3037 0.5436  0.3263
6 H -1.7181 1.6843 -1.3885  -0.0654
7 H 2.1893 -0.0789 1.0357  0.0350
8 H 2.3881 0.6876 -0.5582  0.1050
9 H 0.9610 0.8993 0.3077  0.0023
10 H 1.5758 -1.8357 -0.4852  0.0005
11 H 0.6393 -0.7551 -1.4442  0.1006
12 H -1.3916 1.2772 1.6462  -0.0277
13 H -2.8315 -0.4728 1.0816  -0.0222

***

No. 3
The following is a quantum chemistry calculation of 3 unconnected molecules or ions with the total composition CH3Cl2N4, from OMol25.

Values from the calculation:
Gap between HOMO and LUMO (alpha / beta)   8.383 / 8.384 eV
Total charge   +1
Lowest unoccupied orbital energy (alpha / beta)   -6.293 / -6.292 eV

Last column: Löwdin charge in e.
CARTESIAN COORDINATES (ANGSTROEM)
1 C 1.2817 0.8570 -1.3967  0.2447
2 N 0.0530 0.3568 0.4725  0.0327
3 N 1.7827 -1.5128 -0.2750  0.2479
4 N 0.4001 0.7528 -0.6182  -0.1261
5 N 1.1807 -1.2564 0.6200  -0.5981
6 Cl 1.0035 -1.6505 2.1866  0.8903
7 Cl -3.1446 0.4302 1.0761  0.4115
8 H 1.6372 1.3073 -2.2689  0.0965
9 H -1.0319 0.2431 0.3754  0.0380
10 H -3.1624 0.4725 -0.1718  -0.2373

***

No. 4
The following is a quantum chemistry calculation of 13 unconnected molecules or ions with the total composition C54H130N4O22, from OMol25.

Values from the calculation:
Gap between HOMO and LUMO   7.611 eV
Lowest unoccupied orbital energy   0.125 eV

Last column: Löwdin charge in e.
CARTESIAN COORDINATES (ANGSTROEM)
1 C -0.6500 2.6947 5.5788  -0.1779
2 C -1.8638 3.6103 5.4605  -0.2004
3 O -2.1802 3.8573 4.1019  -0.0868
4 O -0.8773 1.4466 4.9028  -0.0987
5 H -0.3079 2.5228 6.5995  0.1276
6 H 0.2033 3.0861 5.0162  0.1127
7 H -1.6948 4.5624 5.9727  0.1246
8 H -2.7721 3.2056 5.9106  0.1284
9 H -1.3910 4.2416 3.6876  0.0705
10 H -1.6148 1.6684 4.3154  0.0657
11 C 3.0475 2.7113 1.7165  -0.2674
12 C 4.5760 2.9676 1.5319  -0.2113
13 O 5.4375 2.4902 2.5753  -0.0718
14 O 2.2744 3.4591 0.8359  -0.1245
15 H 2.8353 3.0742 2.7319  0.1169
16 H 2.7792 1.6625 1.8315  0.0883
17 H 4.6726 4.0479 1.4261  0.1159
18 H 4.8785 2.4158 0.6393  0.1153
19 H 5.8177 3.2899 2.9458  0.0756
20 H 1.9215 2.8837 0.0547  0.0410
21 C -3.8378 -0.1252 -1.5972  -0.1805
22 C -3.9525 -0.3131 -3.1132  -0.2082
23 O -3.3720 -1.5498 -3.5171  -0.0656
24 O -2.4929 0.2653 -1.1655  -0.1080
25 H -4.0914 -1.0381 -1.0585  0.0979
26 H -4.4107 0.7143 -1.1933  0.1129
27 H -3.3110 0.4002 -3.6422  0.1109
28 H -4.9875 -0.0646 -3.3440  0.1200
29 H -2.4240 -1.4139 -3.3966  0.0613
30 H -2.4421 0.1306 -0.2116  0.0319
31 C -1.4823 3.9150 -2.1371  -0.2079
32 C -1.3354 4.6879 -0.8524  -0.1864
33 O -2.0442 4.0106 0.2140  -0.0874
34 O -0.8449 2.6477 -2.0749  -0.0849
35 H -1.0789 4.5769 -2.9104  0.1194
36 H -2.5123 3.7594 -2.4666  0.1261
37 H -1.7340 5.6974 -0.9918  0.1290
38 H -0.3004 4.8478 -0.5577  0.1063
39 H -3.0027 3.9923 0.0542  0.0397
40 H -1.4103 1.8962 -1.8585  0.0733
41 C -1.0593 -2.7262 7.2921  -0.2535
42 C -1.4083 -1.4248 6.5488  -0.2112
43 O -0.1987 -0.9111 5.9794  -0.1015
44 O -2.2352 -3.4375 7.6267  -0.0466
45 H -0.3944 -2.5003 8.1300  0.1250
46 H -0.4116 -3.2499 6.5810  0.1024
47 H -1.9260 -0.7280 7.2112  0.1230
48 H -2.0523 -1.7136 5.7156  0.1115
49 H -0.5615 -0.2653 5.3422  0.0526
50 H -2.0353 -3.8516 8.4703  0.0840
51 C -4.4718 -0.8653 2.0470  -0.2239
52 C -4.3824 -0.9717 3.5567  -0.2074
53 O -3.7164 0.2193 4.0278  -0.0690
54 O -3.1677 -0.9199 1.5080  -0.0899
55 H -4.9884 0.0680 1.8110  0.1160
56 H -5.0251 -1.7470 1.7171  0.1263
57 H -3.8769 -1.8741 3.9074  0.1170
58 H -5.3669 -1.0786 4.0210  0.1250
59 H -4.2571 0.5868 4.7310  0.0903
60 H -2.7473 -0.1341 1.8935  0.0600
61 C 0.6367 0.7171 0.5140  -0.1496
62 C -0.1525 1.0404 1.7990  -0.1699
63 O -1.4934 1.4166 1.4175  -0.0864
64 O 1.0544 1.8699 -0.2533  -0.0699
65 H -0.0032 0.0833 -0.0994  0.1035
66 H 1.6066 0.3274 0.8134  0.1080
67 H 0.2971 1.8577 2.3625  0.1093
68 H -0.1450 0.1334 2.4022  0.1154
69 H -1.4000 2.2968 1.0155  0.0602
70 H 0.3518 2.1070 -0.8837  0.0664
71 C -5.0330 3.2384 2.0488  -0.2547
72 C -5.5910 3.8705 0.8165  -0.2290
73 O -4.6717 4.4654 -0.0865  -0.0604
74 O -4.5723 4.2454 2.9261  -0.0613
75 H -4.1935 2.5687 1.8128  0.1115
76 H -5.6750 2.5379 2.5894  0.1182
77 H -6.3517 4.5814 1.1560  0.1254
78 H -6.1764 3.1441 0.2399  0.1199
79 H -5.1503 4.5679 -0.9126  0.1038
80 H -3.6159 4.2179 3.0994  0.0462
81 C 0.3110 5.9164 2.1121  -0.2061
82 C 1.3507 6.8281 2.7156  -0.2362
83 O 1.3624 8.0735 2.0016  -0.0669
84 O 0.3352 4.6073 2.7147  -0.0938
85 H 0.4693 5.7684 1.0470  0.1025
86 H -0.6723 6.3419 2.3177  0.1296
87 H 2.3554 6.4235 2.5447  0.1151
88 H 1.3107 6.8939 3.8057  0.1211
89 H 2.0170 8.6679 2.3747  0.0808
90 H 0.9091 4.0843 2.1394  0.0387
91 C 2.3899 -4.4252 6.6907  -0.0322
92 C 3.6153 -3.6419 6.1481  -0.5058
93 C 4.2438 -4.5839 5.1092  -0.1548
94 C 5.1888 -3.8921 4.1505  -0.1746
95 C 4.4738 -2.7196 3.4786  -0.1256
96 C 3.8217 -1.7118 4.4448  -0.5048
97 N 3.0909 -2.4307 5.4833  -0.1071
98 O 2.3848 -1.6199 6.4170  -0.0282
99 C 4.8820 -0.6949 4.9653  -0.0112
100 C 2.7430 -0.9037 3.7171  -0.0383
101 C 4.6248 -3.2502 7.1980  -0.0320
102 H 1.6354 -4.6577 5.9431  0.0790
103 H 1.9130 -3.9159 7.5316  0.0696
104 H 2.7799 -5.3085 7.2046  0.0830
105 H 4.7352 -5.4188 5.6155  0.1213
106 H 3.4290 -5.0871 4.5806  0.1125
107 H 5.5140 -4.6497 3.4351  0.1104
108 H 6.0761 -3.5800 4.7054  0.1041
109 H 3.7439 -3.1050 2.7585  0.1105
110 H 5.1389 -2.1927 2.7887  0.1188
111 H 5.7211 -1.2465 5.3874  0.0654
112 H 5.1988 -0.0855 4.1196  0.0731
113 H 4.4158 -0.0565 5.7152  0.0818
114 H 2.4838 -0.0790 4.3828  0.0858
115 H 3.1414 -0.4690 2.7991  0.0713
116 H 1.8828 -1.5288 3.4801  0.0791
117 H 4.2407 -2.4703 7.8555  0.0863
118 H 5.5965 -2.8985 6.8486  0.0692
119 H 4.8935 -4.1355 7.7836  0.0847
120 H 1.4786 -1.7310 6.0871  0.0531
121 C 0.1753 -4.7744 2.2224  -0.0536
122 C -0.5193 -4.2801 0.9638  -0.4300
123 C 0.3342 -4.8675 -0.2402  -0.1160
124 C -0.4208 -4.8686 -1.5676  -0.1902
125 C -1.6774 -5.6840 -1.3305  -0.1395
126 C -2.6483 -5.0467 -0.3378  -0.5259
127 N -1.9628 -4.7178 0.9075  -0.0984
128 O -2.8010 -4.0842 1.8267  -0.0147
129 C -3.2248 -3.7774 -0.9767  -0.0240
130 C -3.7721 -6.0320 -0.0595  -0.0345
131 C -0.4102 -2.7213 0.9439  -0.0216
132 H -0.0772 -4.2807 3.1675  0.0784
133 H 1.2470 -4.5461 2.2235  0.0734
134 H 0.1091 -5.8351 2.4681  0.0872
135 H 1.1901 -4.1994 -0.3650  0.1093
136 H 0.7027 -5.8649 -0.0005  0.1165
137 H 0.1812 -5.3184 -2.3595  0.1038
138 H -0.6382 -3.8512 -1.8970  0.0866
139 H -1.3514 -6.6541 -0.9412  0.1244
140 H -2.1772 -5.9433 -2.2663  0.1228
141 H -2.4677 -3.1258 -1.4113  0.0629
142 H -3.8648 -4.0822 -1.8082  0.0934
143 H -3.8497 -3.1933 -0.3000  0.0689
144 H -3.3613 -6.9208 0.4204  0.0878
145 H -4.5720 -5.6194 0.5544  0.0808
146 H -4.2223 -6.3299 -1.0090  0.0827
147 H -1.1097 -2.3463 1.6953  0.0597
148 H -0.7459 -2.2153 0.0385  0.0702
149 H 0.5875 -2.5220 1.3325  0.0785
150 H -2.7862 -3.1445 1.6004  0.0418
151 C 0.5413 -2.3117 -7.2673  -0.0144
152 C -0.1876 -2.7698 -5.9738  -0.4766
153 C 0.3525 -4.1407 -5.5127  -0.1513
154 C 1.7426 -4.2167 -4.9168  -0.1606
155 C 1.9700 -3.1380 -3.8483  -0.1308
156 C 1.2923 -1.7623 -4.0675  -0.4669
157 N -0.0140 -1.9227 -4.7415  -0.0780
158 O -0.5955 -0.6496 -4.9375  -0.0473
159 C 1.0369 -1.0811 -2.6969  -0.0066
160 C 2.3217 -1.0079 -4.9466  -0.0244
161 C -1.6902 -2.9033 -6.2186  -0.0353
162 H 1.6258 -2.2924 -7.2212  0.0595
163 H 0.2231 -1.3224 -7.6062  0.0706
164 H 0.2004 -2.9935 -8.0480  0.0866
165 H -0.3957 -4.5987 -4.8578  0.1089
166 H 0.2222 -4.8254 -6.3588  0.1202
167 H 2.4760 -4.0963 -5.7184  0.1056
168 H 1.9195 -5.2146 -4.5144  0.1098
169 H 3.0450 -3.0162 -3.7018  0.1177
170 H 1.6676 -3.4467 -2.8424  0.0887
171 H 1.9144 -1.1193 -2.0498  0.0943
172 H 0.6410 -0.0778 -2.8368  0.0677
173 H 0.3124 -1.6942 -2.1546  0.0635
174 H 3.2179 -0.6954 -4.4067  0.0932
175 H 2.6379 -1.5697 -5.8197  0.0635
176 H 1.9078 -0.0351 -5.2331  0.0547
177 H -2.1624 -1.9415 -6.4205  0.0813
178 H -2.1517 -3.1972 -5.2734  0.0753
179 H -2.0044 -3.6360 -6.9614  0.0887
180 H -0.0579 -0.2086 -5.6110  0.0444
181 C -1.5939 2.7616 -5.7478  -0.0280
182 C -0.2194 3.0875 -6.3613  -0.4737
183 C -0.4048 4.4428 -7.0838  -0.1451
184 C 0.8945 5.1089 -7.5172  -0.1965
185 C 1.7661 5.2789 -6.3193  -0.1503
186 C 2.0159 3.9601 -5.5737  -0.5021
187 N 0.7591 3.2636 -5.2945  -0.0877
188 O 0.8952 2.1662 -4.4043  -0.0122
189 C 3.0649 3.1084 -6.2906  -0.0251
190 C 2.6230 4.3810 -4.2213  -0.0391
191 C 0.0953 2.0289 -7.4745  -0.0057
192 H -1.9905 3.5346 -5.0876  0.0739
193 H -1.5680 1.8531 -5.1407  0.0637
194 H -2.3237 2.5864 -6.5393  0.0900
195 H -1.1323 4.4059 -7.8966  0.1217
196 H -0.8698 5.1474 -6.3855  0.1170
197 H 0.6617 6.0468 -8.0295  0.1139
198 H 1.3432 4.5602 -8.3510  0.1087
199 H 1.4162 6.0542 -5.6353  0.1245
200 H 2.7298 5.6479 -6.6822  0.1241
201 H 3.0544 2.1057 -5.8540  0.0750
202 H 2.8661 2.9223 -7.3475  0.0666
203 H 4.0972 3.4526 -6.2199  0.0877
204 H 3.1813 3.5706 -3.7463  0.0801
205 H 3.4122 5.1125 -4.4097  0.0844
206 H 1.9174 4.7458 -3.4760  0.0816
207 H 0.2343 1.0290 -7.0600  0.0497
208 H 0.9982 2.2392 -8.0490  0.0644
209 H -0.6647 1.9553 -8.2543  0.0869
210 H 0.1767 2.3622 -3.7864  0.0592

***

No. 5
The following is a quantum chemistry calculation of 2 unconnected molecules or ions with the total composition C3H8N2O, from OMol25.

Values from the calculation:
Gap between HOMO and LUMO   9.511 eV
Structure (SMILES)   C=CN.NC=O
Lowest unoccupied orbital energy   1.062 eV

Last column: Löwdin charge in e.
CARTESIAN COORDINATES (ANGSTROEM)
1 C 0.1666 1.8843 0.4511  -0.0621
2 C 0.6964 1.5484 -0.7536  -0.2936
3 N 1.1837 0.2342 -0.9414  0.0068
4 H 0.7124 1.4321 1.2503  0.0450
5 H -0.6967 2.5040 0.6394  0.0451
6 H 0.6566 2.1752 -1.6539  0.1000
7 H 1.0826 -0.5042 -0.1846  0.0615
8 H 2.1863 0.2974 -1.3551  0.1223
9 C -0.7641 -2.1885 0.1399  -0.3284
10 N -1.3569 -0.9614 0.5919  0.0758
11 O 0.4416 -2.4222 0.1915  -0.0054
12 H -1.5368 -2.9145 -0.2122  0.1234
13 H -1.9694 -0.9545 1.4242  0.1026
14 H -0.8022 -0.1301 0.4125  0.0070

***

No. 6
The following is a quantum chemistry calculation of a gas-phase ion, C3H6ClN3O2 (charge +2), from OMol25.

Values from the calculation:
Gap between HOMO and LUMO   9.794 eV
Structure (SMILES)   OC=[N+]=C(Cl)/[NH+]=C\NO
Total charge   +2
Lowest unoccupied orbital energy   -9.503 eV

Last column: Löwdin charge in e.
CARTESIAN COORDINATES (ANGSTROEM)
1 C 1.2527 -1.2212 0.1425  0.0171
2 C -1.1695 -0.7679 0.0118  -0.5865
3 C -1.8572 1.5337 -0.3804  -0.0952
4 N 1.8755 -0.1406 0.4481  0.0413
5 N -0.0456 -1.5391 -0.0291  0.1349
6 N -1.2475 0.4184 -0.2519  0.1761
7 O -1.8568 2.3767 0.5891  0.2052
8 O 3.1497 0.1736 0.2665  0.1219
9 Cl -2.7139 -1.7067 0.1076  0.8071
10 H 1.9144 -1.9240 -0.2456  0.1658
11 H -2.2943 1.8878 -1.3615  0.2136
12 H -0.1012 -2.5008 -0.2618  0.1621
13 H 1.5417 0.6216 1.0192  0.2050
14 H -1.9604 3.3396 0.3519  0.2056
15 H 3.5123 -0.5511 -0.4063  0.2259

***

no.,E_tot (a.u.),strongest force on any atom (hartree/bohr)
1,-1147.56685,0.084
2,-801.57455,0.084
3,-1178.80759,0.103
4,-4009.46721,0.058
5,-303.79335,0.063
6,-892.07041,0.095